C16H16Cl8OZr as an isolated structure, computed with ωB97M-V with the def2-TZVPD basis set.

XYZ file:
```
42
C16H16Cl8OZr, DFT ωB97M-V with the def2-TZVPD basis set
Zr -1.643 -1.591 2.136
Cl 1.854 1.455 2.438
Cl 0.401 -1.646 0.886
Cl 1.400 -0.199 7.579
Cl -2.064 -3.420 3.572
Cl -2.724 0.501 2.499
Cl -2.917 -2.212 0.471
Cl 2.787 1.559 5.456
Cl -0.921 -2.122 6.859
O -0.693 2.970 0.312
C 0.050 -0.389 3.375
C -0.564 -1.138 4.294
C -2.149 -0.920 -3.313
C 1.514 0.524 4.979
C 0.735 1.267 -2.246
C -1.735 2.092 -2.665
C -0.881 -0.293 -2.867
C 1.409 2.419 -1.894
C 0.529 -2.457 -2.815
C 0.337 -1.002 -2.620
C 2.697 -0.371 -1.820
C 1.311 -0.079 -2.208
C -0.206 -1.157 5.632
C 0.868 -0.283 5.964
C -0.668 1.073 -2.626
C 1.096 0.475 3.627
H -2.991 -0.225 -3.222
H 1.090 3.407 -2.263
H -0.219 -3.045 -2.266
H -2.485 1.913 -1.873
H -2.260 2.069 -3.635
H -0.511 2.131 0.762
H 2.763 -1.207 -1.107
H 2.145 2.366 -1.091
H 0.039 3.042 -0.315
H 0.452 -2.721 -3.880
H 1.527 -2.750 -2.473
H -2.375 -1.815 -2.720
H 3.112 0.529 -1.354
H -2.090 -1.230 -4.367
H 3.307 -0.613 -2.706
H -1.326 3.094 -2.495
```

Calculated total energy (hartree): -4423.2833
Energy above the lowest of the compared OMol25 structures with the same formula, charge and spin (kJ/mol): 133.8
Total charge: -2
HOMO energy (eV): -0.172